Below is a structure of composition C19H17BCl24FNO4 in a non-equilibrium geometry, with properties calculated with wB97M-V/def2-TZVPD.

Results
* strongest force on any atom: 9.7 eV/Å
* highest occupied orbital energy: -9.37 eV
* total energy: -12258.80202 Eh
* E_LUMO: -1.97 eV
* orbital gap: 7.41 eV

```
! RIJCOSX wB97M-V def2-TZVPD def2/J DEFGRID3
* xyz 0 1
C -4.23433 1.13997 3.75903
B -2.87091 0.17445 3.64169
O -2.60304 -0.73680 4.77167
C -1.97807 0.31671 2.26511
C -2.64553 0.44664 0.73701
C -1.63586 0.58680 -0.58885
C -2.23003 0.74972 -2.13979
C -2.15649 2.35571 -2.50191
O -1.37047 2.90488 -3.44481
F -3.03880 3.28105 -1.70638
C 0.02488 0.57221 -0.46527
C 0.66650 0.45613 1.04089
C -0.33997 0.34478 2.33044
C 0.72480 0.28687 3.57570
O 0.60857 -0.08831 4.85209
N 2.07585 0.76672 3.05771
C 2.22310 0.45039 1.56760
O 3.37196 0.24084 0.89229
H -4.64147 1.13514 4.87547
H -5.02615 0.66223 3.03722
H -4.02186 2.24839 3.44897
H -1.73249 -1.22132 4.61828
H -3.81921 0.47151 0.58900
H -3.35201 0.38857 -2.08805
H -1.56547 0.07333 -2.85771
H 0.74642 0.63949 -1.38420
H 2.86070 0.41595 3.65829
C -2.34184 -3.65804 1.69575
Cl -3.92147 -4.22388 2.26512
Cl -1.95756 -4.36919 0.11909
Cl -2.31064 -1.88879 1.60455
H -1.58206 -3.97931 2.41281
C -5.61517 2.95008 -4.57549
Cl -6.58516 1.84107 -3.59121
Cl -3.89282 2.77021 -4.20074
Cl -5.90916 2.67040 -6.30027
H -5.91443 3.97385 -4.33676
C 1.55678 2.80201 -5.86636
Cl 2.89509 3.43686 -6.83873
Cl 0.06619 3.70078 -6.19748
Cl 1.32426 1.07388 -6.18101
H 1.80803 2.92896 -4.81023
C 7.01445 4.61414 -6.51238
Cl 8.58007 3.94720 -7.00596
Cl 6.03461 5.01768 -7.93237
Cl 6.15352 3.47198 -5.46654
H 7.19411 5.53152 -5.94599
C 0.21727 -6.92524 -1.95993
Cl 1.11330 -6.00214 -0.74148
Cl 0.24826 -8.65489 -1.57702
Cl -1.45236 -6.34378 -2.07732
H 0.70198 -6.77823 -2.92848
C 3.16808 -2.29720 -5.06289
Cl 3.00935 -3.21851 -3.55770
Cl 1.60970 -2.20051 -5.90038
Cl 3.80019 -0.67463 -4.73543
H 3.87629 -2.81805 -5.71234
C -0.23120 0.67157 8.14549
Cl 0.66483 1.59467 9.36394
Cl -0.20021 -1.05808 8.52840
Cl -1.90083 1.25302 8.02810
H 0.25351 0.81858 7.17694
C 3.77052 -1.84765 7.10742
Cl 2.97062 -0.39964 7.74228
Cl 2.58144 -3.11596 6.76573
Cl 4.69952 -1.45681 5.65012
H 4.46237 -2.21996 7.86728
*
```

Löwdin atomic charge list, values in e, 2 entries: C -0.05; B -0.43